1.
54
Properties=species:S:1:pos:R:3:forces:R:3:lowdin_charge:R:1 method="wB97M-V/def2-TZVPD" homo_lumo_gap_ev="6.19 / 6.18" e_homo_ev="-3.9 / -3.9" multiplicity=1 total_charge=-1 energy_ev=-203305.078 e_above_lowest_kj_mol=152.5
Pt 0.41202 -0.76227 -0.19558 -1.118 1.182 0.118 1.078
Br 2.24430 -6.37657 -4.87572 0.006 -0.034 -0.032 0.697
Br 5.19154 -2.26934 -2.39424 -0.028 -0.011 0.001 0.710
S -1.89121 0.54275 2.33886 0.097 0.153 -0.115 0.574
S 0.24979 -1.36503 4.12858 0.136 -0.126 0.119 1.043
O -2.88238 0.71755 1.31384 0.065 -0.045 0.101 -0.302
O -2.27744 -0.05297 3.59924 0.179 0.100 -0.128 -0.353
O 2.47776 -1.63729 -1.14257 -0.051 -0.197 -0.241 -0.187
N 0.45335 5.90147 3.42219 0.042 0.126 0.029 0.084
N 0.09201 -2.95303 -1.44345 -0.211 -0.221 -0.008 0.049
N -0.65111 -0.26634 1.69666 -0.043 -0.186 -0.379 -0.238
N 1.09485 -1.67659 1.73907 -0.080 0.051 -0.098 -0.108
C 0.00194 0.35052 -1.58128 1.297 -0.844 -0.190 -0.154
C -1.21975 2.14813 2.69316 -0.075 -0.238 -0.117 -0.278
C 1.92714 -2.42498 2.51779 -0.098 0.083 0.269 -0.234
C -0.08276 4.63720 3.18399 -0.071 -0.181 -0.030 -0.327
C 1.64041 -2.37455 3.83701 -0.006 -0.019 0.050 -0.409
C 3.45619 -4.22640 -3.48253 -0.182 -0.253 -0.147 -0.204
C -0.85270 1.46408 -1.81067 -0.793 0.359 0.402 -0.370
C -0.52724 3.84241 4.23958 0.019 0.048 -0.071 -0.038
C 2.27107 -4.89095 -3.68411 0.168 0.035 -0.016 -0.650
C -1.06959 -3.55610 -1.59196 0.422 0.343 0.165 -0.146
C -0.78751 2.93256 1.63152 0.003 0.023 -0.073 -0.040
C -2.49713 3.66925 -2.30922 0.014 0.049 0.005 -0.102
C -1.24380 -4.64397 -2.44844 0.277 -0.326 -0.358 -0.066
C -1.09076 2.60114 3.99190 -0.013 -0.078 0.119 -0.061
C -0.16164 -5.10864 -3.15693 -0.266 0.138 0.197 -0.046
C 1.09676 -4.48471 -3.01399 0.018 -0.070 -0.068 -0.204
C -1.12953 3.75026 -2.54827 -0.028 0.170 -0.019 -0.105
C -0.31511 2.66029 -2.32044 0.081 -0.268 0.049 -0.067
C 2.41339 -2.63285 -1.91458 0.294 0.399 0.259 -0.457
C 3.52019 -3.13989 -2.62683 0.038 0.191 0.127 -0.618
C -0.22483 4.16841 1.87411 -0.011 0.000 0.068 -0.020
C 0.16738 -1.04532 2.43504 0.234 -0.231 0.045 -0.750
C -3.04150 2.49190 -1.81677 -0.177 0.000 -0.007 -0.088
C 1.17555 -3.37582 -2.13275 -0.445 -0.045 0.076 -0.143
C -2.23596 1.40110 -1.55304 0.241 -0.112 -0.034 -0.068
H -1.89967 -3.16565 -1.01465 0.008 0.043 0.037 0.104
H -3.13357 4.52427 -2.49985 -0.001 0.005 -0.003 0.093
H 0.86207 6.01655 4.33571 0.010 0.008 -0.003 0.082
H -0.42846 4.19869 5.25763 0.003 0.014 0.030 0.105
H 2.72726 -2.97689 2.05091 0.022 -0.020 -0.006 0.112
H -0.88911 2.56553 0.61811 -0.002 0.031 -0.036 0.098
H 0.74615 2.70364 -2.52810 0.023 -0.019 -0.012 0.107
H -4.10150 2.43305 -1.60269 -0.007 0.008 -0.006 0.103
H -0.25648 -5.95058 -3.82846 -0.020 -0.014 -0.005 0.066
H -2.21800 -5.10384 -2.54281 -0.007 -0.035 -0.024 0.096
H -0.70068 4.66888 -2.93122 -0.008 0.000 0.006 0.095
H -1.43231 1.97461 4.80465 0.001 -0.006 0.021 0.109
H 1.06362 6.23717 2.69419 0.007 0.008 0.007 0.083
H 0.11334 4.77945 1.04627 0.006 0.009 -0.034 0.110
H 4.35457 -4.54415 -3.99362 -0.014 -0.037 -0.025 0.086
H -2.64953 0.50325 -1.11133 0.039 0.049 -0.052 0.097
H 2.13861 -2.87935 4.64608 0.005 -0.012 0.037 0.050



2.
10
Properties=species:S:1:pos:R:3:forces:R:3:lowdin_charge:R:1 method="wB97M-V/def2-TZVPD" homo_lumo_gap_ev="8.54 / 8.54" e_homo_ev="-9.6 / -9.6" multiplicity=1 total_charge=0 energy_ev=-9776.457 e_above_lowest_kj_mol=504.6
O 2.92271 0.34901 0.50980 -0.466 -0.145 -0.384 0.089
O 0.23484 1.03280 1.10108 0.052 -0.221 -0.257 0.049
N -0.27988 -0.36990 -0.65610 0.394 0.086 0.005 0.104
C -1.91706 0.27289 0.32046 0.097 -0.108 -0.064 0.271
C -1.56987 -0.80130 -0.25946 -0.345 0.059 0.159 -0.169
C 0.55015 0.29983 0.16675 -0.290 0.174 0.176 -0.513
C 2.01202 0.07032 -0.22411 0.466 0.084 0.256 -0.173
H -2.18040 1.23270 0.71560 0.040 -0.155 -0.050 0.101
H 2.16394 -0.38228 -1.22229 0.007 0.046 0.104 0.119
H -1.97421 -1.77102 -0.52248 0.045 0.180 0.056 0.122